294
Properties=species:S:1:pos:R:3 method="wB97M-V/def2-TZVPD" lumo_energy_ev=0.286 energy_ev=-151332.8610 gap_ev=8.78 e_homo_ha=-0.31225 relative_energy_kcal_mol=0.0
C 16.913 -4.605 31.061
O 17.442 -3.261 31.170
C 16.640 -2.354 30.425
C 16.976 -0.978 30.907
N 18.313 -0.557 30.512
C 18.767 0.680 31.164
C 19.222 0.317 32.658
O 18.193 0.109 33.640
C 17.405 1.252 33.923
H 15.843 -4.578 31.325
H 17.390 -5.268 31.804
H 17.011 -5.043 30.041
H 15.549 -2.608 30.590
H 16.865 -2.492 29.350
H 16.782 -0.971 31.914
H 16.258 -0.258 30.390
H 18.917 -1.310 30.836
H 17.973 1.443 31.052
H 19.585 1.218 30.635
H 19.937 1.050 33.016
H 19.773 -0.637 32.693
H 18.115 2.084 34.251
H 16.729 0.959 34.774
H 16.902 1.609 33.012
C 9.083 0.494 32.720
O 10.036 0.100 31.772
C 9.905 -1.276 31.306
C 11.349 -1.636 30.847
N 11.787 -0.677 29.779
C 13.200 -0.873 29.477
C 13.841 0.394 28.961
O 13.612 1.504 29.834
C 13.891 2.658 29.053
H 8.271 1.164 32.368
H 9.561 0.942 33.602
H 8.573 -0.438 33.065
H 9.139 -1.439 30.517
H 9.687 -1.919 32.194
H 11.306 -2.653 30.439
H 11.978 -1.574 31.732
H 11.560 0.282 29.987
H 13.241 -1.576 28.695
H 13.717 -1.233 30.376
H 13.355 0.566 27.961
H 14.900 0.225 28.768
H 14.962 2.739 28.774
H 13.728 3.533 29.643
H 13.325 2.774 28.122
C 2.023 7.672 35.277
O 3.417 7.360 35.481
C 3.755 6.186 34.773
C 5.224 6.079 34.406
N 5.342 4.969 33.535
C 6.826 4.758 33.188
C 6.930 3.494 32.372
O 6.399 3.980 31.093
C 6.266 2.904 30.115
H 1.838 8.624 35.769
H 1.410 6.920 35.768
H 1.659 7.802 34.217
H 3.168 6.193 33.861
H 3.404 5.363 35.423
H 5.890 5.889 35.274
H 5.518 7.011 33.952
H 4.787 5.077 32.676
H 7.450 4.641 34.079
H 7.306 5.595 32.662
H 6.444 2.623 32.735
H 7.966 3.293 32.120
H 7.176 2.362 29.929
H 5.937 3.293 29.147
H 5.499 2.143 30.469
C 13.765 0.339 33.899
O 13.348 -0.662 34.800
C 12.965 -0.096 36.061
C 12.349 -1.113 36.957
N 10.968 -1.478 36.646
C 10.831 -2.307 35.460
C 9.369 -2.535 35.018
O 8.749 -3.097 36.126
C 7.412 -3.448 35.937
H 12.875 0.899 33.602
H 14.208 -0.105 33.015
H 14.466 1.003 34.394
H 12.177 0.769 35.919
H 13.839 0.453 36.515
H 12.450 -0.609 37.887
H 13.056 -1.971 36.921
H 10.503 -1.866 37.419
H 11.183 -3.326 35.716
H 11.447 -1.937 34.630
H 9.256 -3.169 34.140
H 9.025 -1.549 34.692
H 6.708 -2.733 36.407
H 7.268 -4.435 36.268
H 7.101 -3.306 34.893
C 13.601 -3.751 33.221
O 14.717 -3.906 34.084
C 15.636 -2.827 33.898
C 16.854 -3.107 34.778
N 16.581 -3.110 36.199
C 16.400 -1.782 36.701
C 17.650 -1.044 37.092
O 17.159 0.304 37.344
C 18.259 1.239 37.549
H 13.838 -3.835 32.113
H 13.155 -2.770 33.371
H 12.915 -4.577 33.393
H 15.163 -1.882 34.272
H 15.855 -2.768 32.855
H 17.634 -2.400 34.560
H 17.213 -4.135 34.494
H 15.697 -3.686 36.298
H 15.826 -1.828 37.603
H 15.989 -1.038 35.947
H 18.479 -0.947 36.373
H 18.184 -1.382 38.053
H 18.653 1.128 38.560
H 17.908 2.328 37.402
H 19.049 1.059 36.846
C 16.561 2.148 24.616
O 16.002 1.241 25.525
C 16.944 0.956 26.543
C 17.373 -0.472 26.462
N 18.632 -0.692 27.221
C 19.155 -2.060 27.090
C 20.337 -2.358 27.925
O 21.347 -1.344 27.659
C 22.517 -1.792 28.259
H 17.036 2.985 25.149
H 15.720 2.534 24.077
H 17.218 1.708 23.898
H 16.404 1.204 27.511
H 17.892 1.516 26.493
H 17.663 -0.633 25.418
H 16.612 -1.163 26.803
H 18.491 -0.519 28.248
H 19.434 -2.283 26.064
H 18.425 -2.848 27.291
H 20.741 -3.325 27.661
H 20.137 -2.434 29.005
H 22.582 -2.038 29.309
H 23.261 -1.021 28.072
H 22.921 -2.734 27.777
C 3.778 1.572 35.130
O 4.324 0.924 33.983
C 4.574 -0.484 34.205
C 5.412 -1.091 33.100
N 4.870 -0.940 31.773
C 5.791 -1.307 30.706
C 6.170 -2.759 30.624
O 7.321 -3.104 31.471
C 7.951 -4.306 31.124
H 4.360 1.314 35.988
H 2.842 1.145 35.271
H 3.740 2.654 35.064
H 3.623 -1.002 34.299
H 5.124 -0.585 35.156
H 5.547 -2.149 33.247
H 6.425 -0.674 33.161
H 4.460 -0.053 31.583
H 6.695 -0.722 30.700
H 5.181 -1.130 29.801
H 6.459 -3.005 29.601
H 5.364 -3.384 30.963
H 8.607 -4.265 30.196
H 7.177 -5.041 30.961
H 8.614 -4.595 31.984
C 14.830 -3.734 27.397
O 15.916 -4.633 27.456
C 16.410 -4.903 26.058
C 17.298 -6.129 26.034
N 17.629 -6.564 24.690
C 16.717 -7.526 24.129
C 16.752 -9.013 24.585
O 17.662 -9.685 23.787
C 17.358 -11.039 23.722
H 14.334 -3.839 28.418
H 14.086 -3.988 26.666
H 15.090 -2.650 27.282
H 16.974 -3.973 25.737
H 15.574 -5.131 25.406
H 16.696 -6.904 26.642
H 18.213 -6.010 26.569
H 18.573 -7.007 24.686
H 16.799 -7.513 23.076
H 15.700 -7.161 24.231
H 15.774 -9.490 24.524
H 17.047 -9.152 25.583
H 16.504 -11.193 23.075
H 17.048 -11.427 24.652
H 18.192 -11.675 23.476
C 13.735 -0.823 23.862
O 12.404 -1.141 24.331
C 12.168 -1.018 25.760
C 10.680 -1.017 26.067
N 10.272 0.104 26.919
C 8.825 0.402 26.828
C 8.417 1.467 27.782
O 7.111 1.910 27.434
C 7.184 2.889 26.408
H 14.469 -1.033 24.595
H 13.771 0.252 23.630
H 14.054 -1.391 22.964
H 12.636 -0.074 26.150
H 12.684 -1.843 26.188
H 10.413 -2.007 26.463
H 10.156 -0.937 25.119
H 10.486 -0.127 27.875
H 8.192 -0.480 26.993
H 8.660 0.699 25.793
H 9.109 2.304 27.663
H 8.598 1.157 28.798
H 7.828 3.754 26.671
H 6.134 3.271 26.425
H 7.432 2.555 25.369
C 11.038 3.825 33.387
O 10.708 3.931 32.008
C 11.443 3.126 31.201
C 10.698 3.121 29.818
N 10.789 4.533 29.362
C 9.695 5.000 28.526
C 9.560 6.519 28.653
O 9.613 7.002 29.964
C 8.478 6.778 30.707
H 10.932 2.812 33.809
H 10.329 4.442 33.923
H 12.100 4.178 33.440
H 11.415 2.023 31.516
H 12.480 3.446 31.173
H 9.651 2.893 30.115
H 11.108 2.368 29.160
H 10.673 5.117 30.166
H 8.703 4.588 28.810
H 9.948 4.714 27.479
H 8.583 6.875 28.228
H 10.344 6.996 28.071
H 7.537 7.115 30.221
H 8.601 7.298 31.611
H 8.192 5.793 30.858
C 14.963 4.154 32.139
O 14.867 5.168 31.179
C 14.858 6.509 31.689
C 13.730 6.929 32.564
N 12.493 6.888 31.753
C 11.347 7.166 32.593
C 10.900 8.673 32.496
O 9.865 8.869 33.506
C 9.647 10.139 34.089
H 14.033 3.972 32.718
H 15.890 4.413 32.721
H 15.085 3.281 31.561
H 14.741 7.039 30.728
H 15.905 6.619 32.124
H 13.899 7.916 33.020
H 13.597 6.373 33.525
H 12.391 5.914 31.443
H 11.538 6.840 33.616
H 10.459 6.549 32.328
H 10.545 8.952 31.454
H 11.752 9.305 32.733
H 9.117 10.747 33.337
H 10.514 10.721 34.347
H 8.925 10.054 34.934
C 12.636 4.158 25.204
C 12.360 2.648 25.464
O 11.331 2.574 26.395
O 13.356 4.835 26.278
H 11.673 4.636 24.957
H 13.263 4.090 24.283
H 13.316 2.204 25.802
H 12.090 2.115 24.462
H 10.964 1.623 26.499
H 12.777 4.776 27.056
C 18.081 4.926 29.601
C 19.469 4.280 29.606
O 19.754 3.714 28.327
O 17.073 3.947 29.449
H 18.090 5.620 28.740
H 17.957 5.524 30.546
H 19.453 3.531 30.363
H 20.193 5.126 29.747
H 19.368 2.842 28.262
H 16.207 4.345 29.737
C 8.222 0.920 36.585
C 7.405 1.956 35.824
O 8.112 3.216 35.816
O 9.423 0.776 35.834
H 7.653 -0.048 36.640
H 8.335 1.289 37.604
H 6.505 2.199 36.349
H 7.130 1.690 34.795
H 9.049 3.074 35.958
H 9.861 -0.041 36.214